(1)
# C4H6S2

The molecule C4H6S2 at a distorted geometry (wB97M-V/def2-TZVPD, the Open Molecules 2025 dataset).

```
12
Properties=species:S:1:pos:R:3:forces:R:3:mulliken_charge:R:1
C 0.42566 1.67306 0.39241 -1.29 -2.10 1.31 -0.581
C 0.70666 -1.06441 0.48217 -0.91 0.85 0.02 -0.548
C -0.49067 -1.14339 -0.41662 -1.22 -0.03 -0.65 -0.221
C -1.20666 -0.14133 -0.98678 1.65 -0.75 0.75 -0.327
H 0.84213 2.63392 0.28285 0.62 1.07 -0.09 0.347
H -0.00138 1.54285 1.42463 0.53 0.32 -0.86 0.298
H 1.35540 -1.90639 0.27452 0.15 -0.13 0.16 0.323
H 0.37225 -1.07273 1.52784 0.35 -0.16 -0.05 0.286
H -0.81627 -2.17853 -0.58671 0.03 0.47 -0.32 0.286
H -1.92094 -0.32184 -1.77688 -0.32 -0.20 0.27 0.308
S 1.68571 0.40548 0.14954 0.61 0.42 -0.05 -0.089
S -0.95191 1.57331 -0.76697 -0.19 0.25 -0.50 -0.084
```
Positions in Å, forces in eV/Å.

Output
E_LUMO ... 0.832 eV
SMILES ... C1=CSCSC1
Electronic energy ... -25914.9708 eV
Orbital gap ... 0.3340 Eh
Energy relative to the best compared isomer or geometry (same formula, charge and spin) ... 30.9 kJ/mol
Maximum force ... 2.79 eV/Å

***

(2)
# H14O7

A cluster of 7 separate species, H14O7 in total at a distorted geometry (wB97M-V/def2-TZVPD, the Open Molecules 2025 dataset).

```
21
Properties=species:S:1:pos:R:3:forces:R:3:lowdin_spin:R:1
O 15.77362 -6.18945 14.74759 0.03 0.23 -0.02 0.003
H 15.97343 -6.73958 13.99018 0.26 -0.13 -0.23 0.000
H 14.85640 -6.37810 14.94593 -0.12 -0.21 0.16 0.000
O 12.36960 -5.33201 13.00438 -0.35 -0.30 0.05 0.080
H 12.83908 -4.56669 12.67257 0.14 0.32 -0.28 0.001
H 12.83207 -5.56711 13.80880 0.21 -0.08 0.12 0.000
O 13.24127 -5.66932 15.88286 -0.32 -0.16 -0.04 -0.001
H 13.63601 -4.80987 15.73539 0.13 0.49 -0.14 0.000
H 13.38653 -5.84375 16.81276 0.19 -0.23 0.57 0.000
O 11.41328 -7.54338 15.45107 -1.33 -1.60 -0.84 0.272
H 12.00315 -6.79068 15.49261 0.87 1.23 -0.24 0.004
H 11.19511 -7.72801 16.36461 -0.04 -0.21 0.96 0.004
O 9.61120 -9.15178 13.94200 -0.14 0.04 -1.13 0.631
H 8.96033 -9.48999 14.55699 -1.06 -0.60 0.56 0.009
H 10.28451 -8.75863 14.49726 1.66 0.99 0.68 -0.003
O 11.33239 -6.85144 18.35686 0.04 0.00 -0.55 0.000
H 11.14067 -6.74798 19.28894 -0.06 0.08 0.43 0.000
H 10.79426 -6.18735 17.92601 -0.27 0.39 0.00 0.000
O 12.95196 -9.09954 18.84655 0.06 -0.08 -0.18 0.001
H 13.02250 -9.32863 19.77325 0.16 -0.22 0.24 0.000
H 12.21623 -8.48859 18.80571 -0.05 0.05 -0.11 0.000
```
Positions in Å, forces in eV/Å.

Output
E_LUMO (alpha / beta) ... -3.662 / -11.345 eV
Electronic energy ... -14548.6471 eV
Orbital gap (alpha / beta) ... 0.3891 / 0.1054 Eh
Energy relative to the best compared isomer or geometry (same formula, charge and spin) ... 131.3 kJ/mol
Spin multiplicity ... 2
Maximum force ... 2.24 eV/Å
Net charge ... +1

***

(3)
# C18H35EuN2S

A structure of composition C18H35EuN2S at a distorted geometry (wB97M-V/def2-TZVPD, the Open Molecules 2025 dataset).

```
57
Properties=species:S:1:pos:R:3:forces:R:3:lowdin_spin:R:1
C -0.41363 -2.52547 2.29358 -0.13 -0.78 0.48 0.000
H -0.34049 -2.99264 3.29171 -0.06 0.19 -0.36 0.000
H -0.95443 -3.24168 1.66410 -0.14 0.19 0.17 0.000
H -1.02690 -1.63384 2.42847 0.22 0.02 -0.36 0.000
C 0.99503 -2.36069 1.74080 0.55 0.06 -0.10 0.001
H 1.00201 -2.31006 0.63237 -0.22 0.00 0.21 0.001
H 1.46192 -1.41885 2.05931 -0.15 -0.04 0.26 0.000
C 1.89646 -3.53613 2.16713 0.24 -0.13 -0.11 0.000
H 2.96400 -3.27048 2.10851 -0.34 -0.13 0.02 0.000
H 1.67973 -3.86823 3.19434 0.13 0.29 -0.31 0.000
H 1.74455 -4.41749 1.52872 -0.04 0.20 0.12 0.000
C 1.05806 -0.22829 -3.33014 2.95 -0.72 0.68 0.121
C 2.07750 -1.15896 -2.92434 -1.00 2.90 -1.16 0.129
C 1.42472 -2.31968 -2.42715 -1.07 -0.85 0.51 0.235
C 0.03336 -2.09876 -2.47874 -0.30 0.52 0.24 0.000
C -0.20128 -0.80359 -2.99968 -0.76 -1.17 0.38 0.226
C -1.51234 -0.14098 -3.20031 -0.44 -0.15 0.07 0.043
C -1.01624 -3.07047 -2.07339 -0.14 -0.35 0.15 -0.010
C 2.08588 -3.56763 -1.96765 0.23 -0.08 0.14 0.044
C 3.53573 -0.89768 -2.98453 0.51 -0.34 -0.40 0.016
C 1.29864 1.15140 -3.84818 -0.04 0.24 -0.29 0.013
Eu 1.60168 0.70158 -0.95739 -0.21 -0.74 -0.02 5.120
H -1.95971 -2.56363 -1.84143 0.19 -0.22 -0.04 -0.001
H -1.20165 -3.79784 -2.87694 -0.04 0.14 0.24 -0.003
H -0.70415 -3.63158 -1.18172 -0.14 0.08 -0.21 -0.001
H -2.30313 -0.71363 -2.70017 0.15 0.27 -0.19 0.000
H -1.52881 0.88122 -2.78889 0.02 -0.24 -0.19 0.010
H -1.77263 -0.07756 -4.27056 0.14 0.03 0.28 0.017
H 2.27904 1.56411 -3.52958 -0.20 -0.14 -0.26 0.001
H 1.30281 1.13840 -4.95377 0.11 0.27 0.41 0.007
H 0.50746 1.86402 -3.54694 0.17 -0.22 -0.17 0.002
H 4.10026 -1.79416 -2.68821 -0.06 0.46 -0.08 0.000
H 3.82630 -0.64343 -4.01896 0.11 0.07 0.51 0.005
H 3.87217 -0.06470 -2.32387 0.07 -0.16 -0.25 0.005
H 1.70742 -3.89175 -0.98529 -0.04 0.03 -0.35 0.011
H 1.90369 -4.38581 -2.68447 0.00 0.21 0.23 0.017
H 3.16949 -3.44107 -1.87100 -0.22 -0.11 -0.06 0.000
C -2.01181 2.70664 4.91199 0.00 0.21 0.25 0.000
C -0.99908 2.56673 3.79460 -0.37 -0.11 -0.18 0.000
N -1.52686 1.60297 2.76050 1.47 -0.30 -0.79 -0.001
C -1.20156 1.75291 1.44572 -0.22 0.55 0.56 -0.001
S -0.76625 0.38210 0.49229 0.02 0.23 -0.15 -0.008
N -1.26574 2.98085 0.87876 -0.27 -1.00 -0.40 0.000
C -2.30645 3.96632 1.25849 0.12 0.21 0.09 0.000
C -1.78094 5.36051 0.98451 0.01 0.18 0.19 0.000
H -3.02333 2.86790 4.51990 0.24 -0.01 0.09 0.000
H -1.73826 3.56391 5.53853 -0.11 -0.26 -0.02 0.000
H -2.01283 1.80584 5.53674 -0.12 0.22 -0.10 0.000
H -0.77235 3.52365 3.30819 -0.07 -0.36 0.13 0.000
H -0.05934 2.14971 4.18663 -0.20 0.14 -0.23 0.000
H -1.40408 0.63128 3.07747 -0.30 0.62 -0.35 0.000
H -1.02805 2.97366 -0.12453 -0.39 0.00 0.91 0.001
H -3.23171 3.77605 0.68654 0.39 -0.11 0.22 0.000
H -2.51474 3.80837 2.32155 -0.13 0.20 -0.40 0.000
H -1.58268 5.51895 -0.08247 -0.08 -0.04 0.18 0.000
H -2.51543 6.10033 1.30951 0.11 -0.02 -0.11 0.000
H -0.85097 5.52734 1.53932 -0.15 0.06 -0.09 0.000
```
Positions in Å, forces in eV/Å.

Output
E_LUMO (alpha / beta) ... -7.093 / -8.438 eV
Electronic energy ... -52361.0378 eV
Orbital gap (alpha / beta) ... 0.2637 / 0.2092 Eh
Spin multiplicity ... 7
Maximum force ... 3.28 eV/Å
Net charge ... +2

***

(4)
# C20H22N2O6S

The molecule C20H22N2O6S (wB97M-V/def2-TZVPD, the Open Molecules 2025 dataset).

```
51
Properties=species:S:1:pos:R:3:forces:R:3:mulliken_charge:R:1
C -0.59826 -4.88190 0.21807 -0.39 -0.27 0.09 -0.742
H 0.12477 -5.69289 0.25044 -0.02 0.05 0.00 0.234
H -1.33421 -5.05642 -0.57016 0.07 -0.02 0.08 0.306
H -1.12184 -4.79702 1.17323 0.05 -0.05 -0.09 0.306
O 0.14280 -3.70395 -0.04752 0.21 0.33 -0.07 -0.278
C -0.56717 -2.57038 -0.12875 -0.21 -0.04 0.06 0.940
O -1.77823 -2.55841 0.02719 0.02 -0.12 0.00 -0.661
C 0.22954 -1.38508 -0.40455 -0.11 0.36 -0.06 0.424
C -0.37715 -0.13919 -0.47787 0.47 0.02 -0.04 0.353
N -1.70574 0.11625 -0.32367 -0.25 -0.23 0.04 0.115
C -2.17765 1.39269 -0.39901 0.17 -0.03 0.00 0.870
O -1.39422 2.31310 -0.60124 -0.50 0.08 0.04 -0.831
C -3.63010 1.61812 -0.23501 -0.42 0.02 0.06 0.095
C -4.05207 2.94277 -0.35219 0.08 -0.18 0.01 -0.567
C -5.37908 3.29588 -0.22544 -0.09 0.04 0.01 -0.787
C -6.31763 2.30954 0.02485 0.12 0.04 -0.02 -0.532
C -5.92898 0.98803 0.14697 -0.03 -0.32 0.05 -0.353
C -4.59205 0.61936 0.02118 0.00 0.31 -0.04 0.686
O -4.16354 -0.66164 0.13570 0.14 0.36 -0.07 -0.676
C -5.07740 -1.70629 0.38008 -0.14 -0.30 0.05 -0.973
H -5.81290 -1.79308 -0.42480 0.03 0.04 0.03 0.356
H -5.58966 -1.57616 1.33777 0.02 0.03 -0.05 0.337
H -4.46196 -2.60382 0.41225 -0.11 0.02 0.01 0.242
H -6.67864 0.23785 0.34240 -0.03 -0.09 0.02 0.401
H -7.36204 2.56397 0.12684 -0.09 0.01 0.01 0.403
H -5.68065 4.32698 -0.32091 -0.02 0.09 -0.01 0.400
H -3.29465 3.68664 -0.54815 0.05 0.03 -0.01 0.468
H -2.30420 -0.69585 -0.15021 0.06 0.30 -0.04 0.290
S 0.72941 1.13453 -0.79445 0.71 -0.58 -0.08 -0.017
C 2.05044 -0.01778 -0.83280 -0.72 -0.17 0.00 0.639
C 1.64080 -1.30343 -0.63540 0.23 0.31 0.04 -0.776
C 2.56760 -2.47030 -0.63262 0.18 -0.03 -0.06 -1.500
H 2.21883 -3.22430 -1.33422 0.08 -0.08 -0.01 0.290
H 2.60308 -2.92658 0.35545 0.01 -0.09 0.01 0.270
H 3.56473 -2.15378 -0.92311 0.04 -0.03 -0.01 0.401
C 3.41704 0.41506 -1.20748 -0.02 -0.01 -0.14 0.511
O 3.99283 -0.07108 -2.16572 0.04 -0.18 -0.14 -0.669
N 3.96814 1.41353 -0.46946 0.12 0.18 -0.01 0.115
C 3.52970 1.82751 0.83950 0.11 -0.06 0.40 -0.628
H 2.49327 1.54691 1.01014 0.12 0.10 0.05 0.326
H 3.60494 2.91890 0.89231 -0.08 -0.07 0.02 0.307
C 4.43360 1.17184 1.90538 -0.22 0.11 0.12 -0.516
O 5.72402 0.89742 1.40429 0.10 -0.19 -0.07 -0.416
C 6.16358 1.88063 0.49794 -0.01 0.16 -0.04 -0.423
H 6.12095 2.87433 0.96863 0.05 -0.06 -0.02 0.287
C 5.31648 1.84813 -0.78691 0.25 -0.11 -0.15 -0.785
H 5.71951 1.13136 -1.50590 -0.03 0.18 0.12 0.460
H 5.28744 2.84073 -1.25147 0.08 -0.05 -0.01 0.293
H 7.20514 1.64393 0.27699 -0.07 0.14 -0.03 0.345
H 4.50131 1.82860 2.78695 -0.04 -0.08 -0.07 0.314
H 4.03007 0.20473 2.21446 -0.04 0.10 0.00 0.343
```
Positions in Å, forces in eV/Å.

Output
E_LUMO ... 0.124 eV
SMILES ... COC(=O)c1c(NC(=O)c2ccccc2OC)sc(C(=O)N2CCOCC2)c1C
Electronic energy ... -47198.0024 eV
Orbital gap ... 0.3003 Eh
Energy relative to the best compared isomer or geometry (same formula, charge and spin) ... 60.3 kJ/mol
Maximum force ... 0.92 eV/Å

***

(5)
# C7H10

A cluster of 3 separate species, C7H10 in total (wB97M-V/def2-TZVPD, the Open Molecules 2025 dataset).

```
17
Properties=species:S:1:pos:R:3:forces:R:3:mulliken_charge:R:1
C -1.47440 -0.43192 0.74756 -0.01 0.32 -0.04 -0.175
C -2.06416 0.28028 -0.30625 -0.20 0.05 -0.06 -0.766
C -0.25687 0.04487 0.09624 0.24 -0.13 0.01 0.404
C 0.67485 1.07036 0.71163 -0.02 0.02 0.02 -0.528
C 2.00637 0.71262 0.11518 0.00 -0.02 -0.10 -0.594
C 1.86127 -0.26968 -0.79012 0.00 0.10 0.03 -0.418
C 0.47062 -0.73135 -0.83302 -0.10 0.24 -0.10 -0.638
H -1.06719 -1.89498 0.47327 0.16 -0.20 -0.09 -0.120
H -1.69165 -0.08511 1.75824 -0.04 -0.11 -0.08 0.278
H -2.75070 1.11108 -0.12776 0.10 -0.07 -0.07 0.287
H -2.04353 -0.08897 -1.32618 0.12 0.06 0.20 0.241
H 0.37961 2.07931 0.39359 0.04 -0.10 0.06 0.261
H 0.66611 1.06507 1.80995 -0.02 -0.04 -0.15 0.325
H 2.92706 1.22636 0.36821 -0.12 -0.08 -0.07 0.402
H 2.65632 -0.66676 -1.41385 -0.14 0.00 0.13 0.411
H 0.05564 -1.21854 -1.70778 0.03 0.00 0.20 0.456
H -0.34935 -2.20266 0.03108 -0.05 -0.05 0.10 0.176
```
Positions in Å, forces in eV/Å.

Output
E_LUMO ... 0.514 eV
Electronic energy ... -7415.1898 eV
Orbital gap ... 0.2938 Eh
Energy relative to the best compared isomer or geometry (same formula, charge and spin) ... 563.9 kJ/mol
Maximum force ... 0.33 eV/Å

***

(6)
# C3H3NO

A cluster of 2 separate species, C3H3NO in total at a distorted geometry (wB97M-V/def2-TZVPD, the Open Molecules 2025 dataset).

```
8
Properties=species:S:1:pos:R:3:forces:R:3:mulliken_charge:R:1
C 0.13728 -0.77516 -0.06876 -1.04 0.15 -0.37 0.378
C 2.19788 0.49648 1.37162 0.64 1.14 0.62 0.134
C -1.06782 -0.09651 -0.54908 -0.48 -1.63 -1.30 -0.693
N 1.11619 -1.20586 0.33107 0.03 -1.25 -0.34 -0.413
O 1.68186 1.42760 0.98425 0.12 -0.04 0.08 -0.189
H -0.89873 0.13602 -1.63877 -0.36 -0.11 1.13 0.243
H -1.18404 0.79992 0.02072 -0.27 0.63 0.26 0.271
H -1.98263 -0.78250 -0.45106 1.36 1.10 -0.09 0.269
```
Positions in Å, forces in eV/Å.

Output
E_LUMO ... 0.744 eV
Electronic energy ... -6695.9690 eV
Orbital gap ... 0.4344 Eh
Energy relative to the best compared isomer or geometry (same formula, charge and spin) ... 50.5 kJ/mol
Maximum force ... 2.14 eV/Å